A structure of composition C44H46N7O3Se2TaTe in a non-equilibrium geometry. Source: the Open Molecules 2025 dataset; level of theory: ωB97M-V/def2-TZVPD.

Properties
Net charge: +2
2S+1: 1
DFT total energy in eV: -202473.9143
E_LUMO (alpha / beta) in eV: -6.0 / -6.0

Structure (XYZ):
```
104
Properties=species:S:1:pos:R:3:forces:R:3
H -3.0702 2.7730 0.5264 -0.0123 -0.0175 0.0723
C 3.2222 1.9731 4.7079 -0.0440 -0.0390 -0.0703
H -1.1398 -1.0966 -5.6724 0.0306 0.0285 -0.0302
Ta -0.1556 0.7631 0.1690 -0.8462 0.3208 0.6920
H -3.6030 3.0674 -1.1271 0.0531 0.0351 0.0426
H -1.1583 -4.2059 2.6495 0.0978 -0.0483 0.0541
H 0.1064 3.8139 -1.4899 0.0192 0.0344 0.0304
C -0.3880 -0.9038 3.1785 0.0806 0.0004 -0.0301
C 3.9587 0.8141 4.5001 0.0043 0.0352 0.0193
C -0.3738 2.0638 -3.9936 -0.1858 0.0343 -0.0104
C 0.2006 -0.6049 4.4223 -0.0019 -0.0847 -0.2676
C 2.2438 2.3096 3.7868 0.0083 -0.0947 0.1013
H 3.4032 2.6055 5.5624 0.0186 0.0455 0.0840
C -1.3731 2.2078 -4.9426 -0.0559 0.0011 0.0036
C -2.7028 1.9767 -4.6177 0.1391 -0.0118 0.0460
H 6.1934 -1.4111 -1.9475 0.0204 0.0128 0.0512
N 1.9907 1.5750 2.7036 -0.1059 -0.0513 0.0426
N -1.5036 -1.9613 4.7838 -0.0479 0.2250 0.0999
N 1.6781 3.1343 -0.2431 -0.0409 -0.0865 -0.0113
C -3.9522 -3.7424 0.7889 0.0530 0.0092 0.0693
C -2.0565 1.5445 -2.3557 0.1611 0.0049 -0.1912
C -0.9555 -1.3638 -3.5570 -0.0142 -0.1010 -0.0938
C -3.0514 1.6703 -3.3113 0.1214 0.0567 0.0939
C 4.1091 -1.3581 -1.3746 0.3313 0.1619 0.0950
C -0.5160 -1.2865 5.3827 -0.0285 0.0080 0.0671
C 2.1695 0.8682 -3.1128 0.1126 0.1064 0.2068
H -1.9449 3.4986 -0.6545 -0.0435 -0.0264 0.0286
C -3.4298 0.4879 -0.6666 0.0017 -0.0101 0.0139
C -2.9650 -3.2552 -3.8227 0.0209 -0.0094 0.1573
H -0.4264 -2.3331 7.2460 0.0018 -0.0647 0.0227
H -2.9309 -2.0857 6.2863 -0.0083 -0.0660 -0.0083
O -0.4383 2.6710 1.4552 0.4250 -0.0011 -0.2147
H 4.1683 3.5991 -1.2757 0.0621 0.0854 0.0458
C -2.6245 -2.6430 5.4028 -0.1522 -0.0456 0.0647
H -3.2051 -0.4908 -1.0837 -0.0601 0.0571 -0.0010
C 2.6428 -2.6668 -2.5012 0.0213 -0.1154 -0.1205
C 4.1569 2.1893 -2.8788 -0.0268 -0.0151 0.0489
Se 4.3927 -0.0479 -0.0005 -0.1191 -0.0243 -0.0709
Se 2.2788 -0.5020 0.9054 0.4587 -0.0662 0.0171
C -1.5017 -1.6287 -4.8035 0.0394 0.0495 -0.0111
H -3.4696 2.0646 -5.3692 -0.0979 0.0237 -0.0939
N 0.2011 1.3755 -1.6724 0.4031 -0.1258 0.0408
C 2.5956 3.7181 0.7329 0.0176 -0.0448 -0.0101
C 1.5891 1.5527 -2.0492 0.1190 -0.1299 0.0475
H 1.6143 -2.9885 -2.6178 -0.0299 -0.0337 -0.0116
H 1.0824 -0.0263 4.5943 0.1688 0.1502 0.0150
C -1.4146 -2.0345 -2.4357 -0.1469 -0.1366 0.0362
H 3.8893 0.6667 -4.3675 0.0095 -0.0328 -0.0133
H 3.0732 4.6225 0.3417 0.0272 0.0261 0.0128
C -2.8541 -4.3906 1.3400 -0.0462 -0.0258 0.0364
H -0.1753 -0.6359 -3.4606 0.1735 0.1206 -0.0002
H -2.6494 -5.4202 1.0867 0.0136 -0.0603 -0.0207
H -3.4537 -2.6725 4.6987 0.0480 -0.0155 0.0840
H -2.3482 -3.6589 5.6769 -0.0418 -0.0352 0.0192
C 0.7607 4.1884 -0.7049 0.0074 0.0845 -0.0356
H -2.7836 -3.5321 -1.7094 -0.0058 -0.0283 0.0716
H 4.7255 0.5171 5.2002 0.0532 -0.0154 0.0559
C 3.6008 2.8424 -1.7922 -0.1964 -0.0506 0.0170
C -2.7500 2.7819 -0.5086 -0.0092 0.0384 -0.0462
H 4.2570 -0.8640 3.1791 0.0224 -0.0329 -0.0366
C -2.0223 -3.7206 2.2214 -0.0712 0.0731 -0.0260
H -4.6021 -4.2752 0.1118 -0.0758 -0.0495 -0.0645
H -1.0782 -0.6978 7.3539 -0.0258 0.0043 0.0115
O -1.7778 1.0116 1.6274 -0.4461 -0.2561 0.0601
C -4.2292 -2.4228 1.1172 0.0428 -0.0334 0.0248
C -2.4206 -2.9909 -2.5721 -0.0360 0.0433 -0.1785
C -1.3541 2.1112 2.0833 -0.2332 -0.0227 0.1733
C 4.9449 -2.7119 -3.1224 -0.1324 0.0260 0.0011
O -0.0205 -0.6394 1.9715 0.2611 0.3042 0.1128
H -4.3395 0.8772 -1.1230 -0.0251 0.0101 0.0056
H -4.0921 1.5592 -3.0489 -0.0763 -0.0266 -0.0106
H 0.1635 4.5372 0.1344 0.0135 0.0254 0.0009
C 3.7046 0.0424 3.3786 -0.0459 0.0381 -0.0101
Te -0.7209 -1.7793 -0.4645 0.0794 0.1496 -0.2305
H 0.6534 2.2512 -4.2638 -0.0265 -0.0059 -0.0159
H -1.1026 2.5019 -5.9464 -0.0202 0.0062 -0.0524
H -3.5871 0.4149 0.4039 0.0572 -0.0237 -0.0593
C 3.4513 1.1887 -3.5283 -0.0516 -0.0227 -0.0035
C -0.3339 -1.3219 6.8570 0.0241 0.0541 0.0049
C 5.1951 -1.7831 -2.1277 -0.1000 -0.1177 -0.1345
H -1.7897 2.5306 3.0003 0.0627 -0.0075 -0.1370
N -1.4681 -1.6901 3.4428 0.1451 -0.1035 -0.1387
C 2.7150 0.4897 2.5152 -0.0646 -0.0398 -0.1182
H 1.3324 5.0292 -1.1120 -0.0270 0.0242 -0.0273
C -2.3056 -2.3999 2.5315 -0.1332 0.0304 -0.0668
C 2.3188 2.5177 -1.3564 0.1938 0.0946 -0.1829
C -2.5085 -2.5715 -4.9366 -0.0074 0.0135 -0.0391
H 1.6171 0.1074 -3.6365 -0.0696 -0.1339 -0.0379
H 5.1504 2.4522 -3.2085 0.0866 0.0351 -0.0340
C -0.7229 1.6767 -2.7036 -0.0777 -0.0279 0.0448
H 0.6502 -0.9406 7.1142 0.0192 0.0133 0.0120
N 2.8701 -1.7709 -1.5396 -0.0926 -0.0311 0.0008
H 3.4110 -3.8924 -4.0801 -0.0099 -0.0254 -0.0475
H -5.0934 -1.9299 0.6978 -0.0798 0.0355 -0.0369
H -2.9319 -2.7785 -5.9074 -0.0319 -0.0127 -0.0873
H 3.3647 2.9986 1.0086 -0.0205 0.0241 -0.0107
C -3.4032 -1.7440 1.9985 -0.0083 -0.0629 0.1132
H -3.5950 -0.7200 2.2908 -0.0003 -0.0302 -0.0238
N -2.2994 1.4153 -0.9251 -0.0083 -0.0390 -0.1160
H 5.7550 -3.0791 -3.7351 0.0377 -0.0410 -0.0459
H 2.0235 3.9855 1.6184 0.0060 0.0131 -0.0342
H -3.7429 -3.9980 -3.9244 -0.0418 -0.0472 0.0044
H 1.6388 3.1983 3.9139 -0.0312 0.0601 0.0140
C 3.6428 -3.1642 -3.3182 0.0626 0.0733 0.0787
```
Positions in Å, forces in eV/Å.

The molecule C4H4S in a non-equilibrium geometry. Source: the Open Molecules 2025 dataset; level of theory: ωB97M-V/def2-TZVPD.

Properties
2S+1: 1
DFT total energy in eV: -15044.9860
SMILES: C#CC(C)=S
E_LUMO in eV: -1.0

Structure (XYZ):
```
9
Properties=species:S:1:pos:R:3:forces:R:3
H -3.1563 -1.3499 0.0617 0.8437 0.3257 -0.0562
C -0.9120 -0.7439 -0.0556 -5.2750 -1.7883 0.2328
H 0.1492 1.8230 -0.1666 -0.2409 -0.2172 0.2839
H 1.6452 1.1440 -0.8218 -0.1100 0.1034 0.8506
H 1.3673 1.1272 1.0236 -0.1286 0.4027 -0.9104
C -2.1118 -1.0486 0.0094 2.5653 0.6779 -0.1918
C 0.9164 1.0709 0.0091 -0.2876 -2.0206 -0.3077
S 1.6724 -1.5303 -0.0046 -0.4981 -0.6360 -0.1062
C 0.4295 -0.4923 -0.0552 3.1311 3.1524 0.2050
```
Positions in Å, forces in eV/Å.

Question: Which formula does entry 2 have?
Answer: C4H4S

Please write out number 2 again, unchanged.
The molecule C4H4S in a non-equilibrium geometry. Source: the Open Molecules 2025 dataset; level of theory: ωB97M-V/def2-TZVPD.

Properties
2S+1: 1
DFT total energy in eV: -15044.9860
SMILES: C#CC(C)=S
E_LUMO in eV: -1.0

Structure (XYZ):
```
9
Properties=species:S:1:pos:R:3:forces:R:3
H -3.1563 -1.3499 0.0617 0.8437 0.3257 -0.0562
C -0.9120 -0.7439 -0.0556 -5.2750 -1.7883 0.2328
H 0.1492 1.8230 -0.1666 -0.2409 -0.2172 0.2839
H 1.6452 1.1440 -0.8218 -0.1100 0.1034 0.8506
H 1.3673 1.1272 1.0236 -0.1286 0.4027 -0.9104
C -2.1118 -1.0486 0.0094 2.5653 0.6779 -0.1918
C 0.9164 1.0709 0.0091 -0.2876 -2.0206 -0.3077
S 1.6724 -1.5303 -0.0046 -0.4981 -0.6360 -0.1062
C 0.4295 -0.4923 -0.0552 3.1311 3.1524 0.2050
```
Positions in Å, forces in eV/Å.

Question: Look up the 2S+1 of the second one.
Answer: 1